Entry 1:
C24H68N4O8 | ωB97M-V with the def2-TZVPD basis set

Its total charge is 0. For the molar mass, the calculation gives 540.8 g/mol. The structure (SMILES) is COC[C@H](C)N.COC[C@H](C)N.COC[C@H](C)N.COC[C@H](C)N.CCO.CCO.CCO.CCO. The energy relative to the best compared isomer or geometry (same formula, charge and spin) is 52.4 kcal/mol. The calculation puts the HOMO-LUMO gap at 0.358 Ha. The value obtained for the largest force on an atom is 2.4 eV Å⁻¹.

CARTESIAN COORDINATES (ANGSTROEM)
O (-1.5877, 0.6748, -5.4875)
O (-6.7378, -0.2643, -0.3557)
O (0.3445, -5.6163, 2.1236)
O (7.2220, -3.8585, 3.2089)
O (0.1473, 1.8724, 3.7001)
O (2.0738, -1.1027, -4.4660)
O (0.1641, 4.3452, -0.6254)
O (-0.9818, 0.8469, 1.4154)
N (-3.7799, 0.2393, 0.0186)
N (5.1507, -3.8282, 1.1552)
N (3.3592, 5.0992, 1.1429)
N (-2.4221, -0.0839, -2.7153)
C (-1.1471, 4.6761, -0.2391)
C (-1.6375, 2.1904, -3.0472)
C (-1.4669, 1.0012, -6.8625)
C (0.9137, -4.6291, 1.3676)
C (3.7545, -2.3398, 2.4146)
C (-0.6210, 1.1813, 4.6363)
C (7.8340, -4.9600, 3.9151)
C (5.7827, -3.6332, 3.4560)
C (2.7867, 2.9925, 0.2343)
C (5.1355, -2.8900, 2.2539)
C (1.0840, 4.8774, 0.3396)
C (-2.7309, 1.1515, -3.4101)
C (-0.2811, 0.2141, 0.3917)
C (0.7766, -0.6980, 0.9376)
C (-2.8455, 0.9775, -4.9462)
C (-6.0709, 1.0047, -0.6024)
C (-7.6783, -0.2232, 0.6982)
C (0.0949, -0.1404, 4.8855)
C (1.0378, -0.9000, -3.5444)
C (-4.2122, 2.6744, 0.0325)
C (-4.8312, 1.2625, 0.2224)
C (2.5577, 4.4732, 0.0995)
C (0.1044, -2.0788, -3.6162)
C (0.1399, -4.4145, 0.0858)
H (-4.9989, 3.3915, 0.2667)
H (2.9347, 4.8115, 2.0130)
H (0.8771, -5.6374, 2.9220)
H (5.8707, -2.1412, 1.9590)
H (3.8338, 2.7653, 0.0342)
H (2.8293, 4.7966, -0.9054)
H (8.9083, -5.0484, 3.7533)
H (-0.9185, -4.2129, 0.2510)
H (5.2716, -3.4314, 0.2343)
H (3.1861, 6.0942, 1.1394)
H (1.0545, -0.0676, 5.3974)
H (-3.6687, 1.4953, -2.9737)
H (-1.8139, 4.3880, -1.0518)
H (0.5535, -3.5939, -0.5004)
H (-1.3349, 5.7372, -0.0749)
H (-1.3163, 2.0759, -6.9647)
H (2.1919, 2.4453, -0.4970)
H (-0.5377, -2.0855, -4.4970)
H (-5.1553, 1.3197, 1.2616)
H (-3.8210, 2.9322, -0.9517)
H (3.1207, -3.1494, 2.7765)
H (7.6743, -4.6839, 4.9574)
H (-8.0433, -1.2498, 0.6653)
H (5.2608, -4.5820, 3.5806)
H (0.3668, -1.4814, 1.5751)
H (-0.8726, 1.7232, 5.5479)
H (1.4317, -0.8773, -2.5284)
H (7.3179, -5.9020, 3.7300)
H (-3.5827, 0.2463, -5.2778)
H (1.0207, 5.9627, 0.4173)
H (-7.2962, -0.2854, 1.7171)
H (-2.3186, 0.6496, -7.4449)
H (-1.4666, 4.1096, 0.6356)
H (-1.4136, 2.1992, -1.9805)
H (0.6744, -3.0035, -3.5255)
H (-6.6743, 1.9019, -0.4641)
H (3.6820, -1.5750, 3.1878)
H (-0.6116, 0.5877, -7.3968)
H (-0.6832, 2.0284, -3.5484)
H (6.0473, -4.2885, 1.2220)
H (0.1204, -5.3290, -0.5070)
H (3.3275, -2.0249, 1.4625)
H (-0.0895, 1.5414, 2.8306)
H (-1.5593, 0.9475, 4.1334)
H (-1.0600, -0.2733, -0.1947)
H (1.5433, -0.1188, 1.4521)
H (1.9644, -4.8684, 1.2036)
H (-3.3786, 0.4447, -0.8853)
H (5.6970, -3.0897, 4.3970)
H (-0.5440, -2.0054, -2.7431)
H (-3.3899, 2.7471, 0.7443)
H (1.2672, -1.1991, 0.1031)
H (-4.3201, -0.6044, -0.1096)
H (-0.5284, -0.7536, 5.5363)
H (0.1704, 0.9841, -0.2338)
H (-3.1913, 1.9027, -5.4074)
H (0.4798, 0.0280, -3.6690)
H (2.5863, 2.6774, 1.2584)
H (-5.7003, 1.0169, -1.6274)
H (-3.1239, -0.7822, -2.9149)
H (2.5285, -0.2736, -4.6311)
H (-1.9275, 3.2099, -3.3015)
H (-1.8252, 1.1067, 1.0375)
H (-1.5899, -0.4687, -3.1390)
H (0.2383, -0.6009, 3.9080)
H (-8.4712, 0.5230, 0.6473)
H (1.0255, -3.6725, 1.8780)
H (0.7390, 4.4772, 1.2930)



Entry 2:
C4H9N3O | ωB97M-V with the def2-TZVPD basis set

Its total charge is 0. For the molar mass, the calculation gives 115.1 g/mol. The energy relative to the best compared isomer or geometry (same formula, charge and spin) is 142.5 kcal/mol. The calculation puts the HOMO-LUMO gap at 0.321 Ha. The value obtained for the largest force on an atom is 7.1 eV Å⁻¹.

CARTESIAN COORDINATES (ANGSTROEM)
O (-1.4306, -0.7306, -1.2098)
N (2.0389, -0.4465, -0.4112)
N (0.4655, 1.5297, -0.1146)
N (1.0624, -1.4911, -0.0622)
C (-0.1371, -1.1217, 0.6394)
C (-1.2028, -0.3283, 0.0341)
C (-1.0157, 1.1508, 0.1291)
C (1.6367, 0.7958, -0.3175)
H (-1.5427, 1.6784, -0.8434)
H (-0.4642, -1.4704, -1.3257)
H (-2.0777, -0.3668, 0.5772)
H (-0.5325, -2.0354, 0.8288)
H (2.4044, 1.4611, -0.8968)
H (-1.6443, 1.6008, 1.1616)
H (0.8446, 2.6286, -0.0063)
H (1.5971, -2.2904, 0.0827)
H (-0.0019, -0.5639, 1.7345)



Entry 3:
C5H14S | ωB97M-V with the def2-TZVPD basis set

Its total charge is 0. For the molar mass, the calculation gives 106.2 g/mol. The structure (SMILES) is CCC.CSC. The energy relative to the best compared isomer or geometry (same formula, charge and spin) is 20.0 kcal/mol. The calculation puts the HOMO-LUMO gap at 0.347 Ha. The value obtained for the largest force on an atom is 2.4 eV Å⁻¹.

CARTESIAN COORDINATES (ANGSTROEM)
S (0.4592, 1.4257, 1.2256)
C (0.3919, -1.3409, -1.1626)
C (0.6154, -2.4339, -2.1531)
C (-1.2870, 1.5538, 0.8517)
C (0.3608, 2.1271, 2.9504)
C (-0.6930, -2.7422, -2.8812)
H (-1.1070, -1.7903, -3.1990)
H (-0.2960, 1.5155, 3.6486)
H (-0.1293, -0.4415, -1.4611)
H (-1.3608, 1.9257, -0.1651)
H (0.9868, -3.3646, -1.6545)
H (-1.9040, 2.3260, 1.3790)
H (1.3870, 1.9962, 3.3025)
H (-1.3535, -3.2746, -2.1925)
H (-0.6460, -3.3535, -3.7794)
H (1.3995, -1.0816, -0.7691)
H (-1.5873, 0.5018, 0.8254)
H (-0.2099, -1.6485, -0.2870)
H (1.3844, -2.1740, -2.8785)
H (-0.1336, 3.0913, 2.8814)



Entry 4:
C2HClN2 | ωB97M-V with the def2-TZVPD basis set

Its total charge is 0. For the molar mass, the calculation gives 88.5 g/mol. The energy relative to the best compared isomer or geometry (same formula, charge and spin) is 79.3 kcal/mol. The calculation puts the HOMO-LUMO gap at 0.340 Ha. The value obtained for the largest force on an atom is 7.0 eV Å⁻¹.

CARTESIAN COORDINATES (ANGSTROEM)
Cl (0.2340, 1.9780, 0.0372)
N (-1.4304, -0.1027, 0.0557)
N (2.4558, -1.5809, 0.0598)
C (1.5076, -0.9776, -0.0026)
C (-0.3275, 0.4177, -0.0489)
H (-2.4394, 0.2656, -0.1012)